Molecular formula: C5H8NO3P
Method: DFT, ωB97M-V/def2-TZVPD

CARTESIAN COORDINATES (ANGSTROEM)
C1 0.39 -1.52 -2.60
C2 -1.06 0.40 -2.83
C3 -0.41 -0.49 -2.10
C4 1.94 -1.62 0.65
C5 -1.42 1.36 1.36
N1 0.78 -2.54 -3.03
O1 -0.87 -1.42 0.53
O2 1.45 -0.48 -0.06
O3 -0.68 1.10 0.12
P1 -0.23 -0.40 -0.23
H1 -1.51 1.20 -2.22
H2 -1.11 0.27 -3.90
H3 2.64 -2.00 -0.04
H4 1.21 -2.37 0.88
H5 2.32 -1.28 1.76
H6 -1.85 2.47 1.24
H7 -0.97 1.34 2.28
H8 -2.35 0.67 1.47

Calculated values
Orbital gap (alpha / beta) in eV: 7.7 / 7.3
Lowest unoccupied orbital energy (alpha / beta) in hartree: 0.02548 / -0.14005
Spin multiplicity: 3
Largest force on an atom in eV Å⁻¹: 11.3
DFT total energy in a.u.: -816.99609